[1]
{
  "formula": "C5H11NO",
  "method": "ωB97M-V/def2-TZVPD",
  "total_energy_ev": -8897.3411,
  "e_homo_ha": [-0.283, -0.283],
  "fmax_ev_per_a": 0.4,
  "orbital_gap_ev": [8.2, 8.2],
  "e_lumo_ev": [0.5, 0.5],
  "symbols": ["C", "C", "N", "C", "C", "C", "O", "H", "H", "H", "H", "H", "H", "H", "H", "H", "H", "H"],
  "coordinates": [[-1.93938, -0.95628, -0.57694], [-1.56533, 0.11287, 0.44023], [-0.12769, 0.29940, 0.60634], [0.58454, 0.55360, 1.74570], [0.70887, 0.87124, -0.28637], [2.02521, 0.26304, -0.70414], [1.85224, -0.83505, -1.59383], [-3.02045, -0.93658, -0.75424], [-1.67177, -1.95680, -0.22140], [-1.43475, -0.78257, -1.53333], [-1.98605, 1.08185, 0.13027], [-1.96842, -0.11441, 1.43194], [0.83534, 1.57180, 2.01136], [0.77395, -0.24639, 2.46401], [0.27928, 1.61557, -0.97083], [2.58461, 1.01375, -1.27180], [2.63997, -0.02459, 0.15566], [1.42983, -1.53044, -1.07262]],
  "mulliken_charge": [-1.079, -0.456, 0.296, -0.752, -0.433, -0.504, -0.520, 0.367, 0.294, 0.300, 0.299, 0.327, 0.287, 0.296, 0.359, 0.321, 0.274, 0.322]
}

[2]
{
  "formula": "C3H4N2",
  "method": "ωB97M-V/def2-TZVPD",
  "total_energy_ev": -6151.3896,
  "e_homo_ha": [-0.348, -0.348],
  "fmax_ev_per_a": 4.6,
  "orbital_gap_ev": [8.8, 8.8],
  "e_lumo_ev": [-0.7, -0.7],
  "symbols": ["C", "C", "C", "N", "N", "H", "H", "H", "H"],
  "coordinates": [[1.31316, 0.25314, 0.10445], [-0.15253, -0.18966, 0.29428], [-1.34946, -0.06881, -0.57361], [-2.20576, -0.65515, 0.27334], [-0.88739, -0.76896, 1.28162], [1.25121, 0.85405, -0.77212], [1.91317, -0.63327, 0.04435], [1.61818, 0.88358, 0.86945], [-1.50058, 0.32509, -1.52176]],
  "mulliken_charge": [-0.929, 0.523, -0.141, -0.353, -0.379, 0.290, 0.281, 0.315, 0.393]
}

The evaluated energy above the lowest of the compared OMol25 structures with the same formula, charge and spin for the records listed, in turn: 100.5, 104.0 kcal per mole.